Record 1
C6H12Br2N3 | ωB97M-V/def2-TZVPD

Each line ends with the Mulliken charge.
CARTESIAN COORDINATES (ANGSTROEM)
Br1 3.443 0.145 -0.205  0.01
Br2 -2.816 0.704 -0.305  -0.05
N1 0.056 0.358 1.307  0.11
N2 -2.347 -1.085 0.124  -0.47
N3 1.549 -0.049 -0.562  -0.23
C1 0.829 -0.621 0.550  -0.08
C2 -1.286 -1.657 -0.699  -0.53
C3 -0.013 -1.854 0.133  -0.92
C4 0.986 1.166 -1.091  -0.62
C5 0.824 2.226 0.015  -0.49
C6 0.046 1.629 1.101  -0.21
H1 1.824 2.480 0.384  0.31
H2 1.571 -1.034 1.247  0.43
H3 -0.607 2.244 1.710  0.46
H4 -0.569 -0.047 1.999  0.34
H5 -3.201 -1.628 0.076  0.36
H6 -0.280 -2.399 1.038  0.45
H7 0.008 0.930 -1.518  0.19
H8 -1.075 -1.056 -1.585  0.31
H9 0.359 3.145 -0.344  0.40
H10 0.665 -2.481 -0.447  0.37
H11 1.632 1.533 -1.889  0.42
H12 -1.597 -2.648 -1.040  0.42

The value obtained for the calculated total energy is -5547.80746 a.u. The molecular weight is 286.0 g mol⁻¹. For the HOMO-LUMO gap, the calculation gives 8.844 eV. Its charge is +1.



Record 2
C32H45CeN3O7S6Se2 | ωB97M-V/def2-TZVPD

Each line ends with the Mulliken charge.
CARTESIAN COORDINATES (ANGSTROEM)
Ce1 -0.181 -0.942 0.318  -0.41
Se1 -0.500 -1.258 3.076  0.15
Se2 1.618 -3.083 0.744  -0.10
S1 -1.134 1.455 1.464  -0.28
S2 -3.715 2.444 2.661  -0.14
S3 -6.742 2.587 2.837  -0.25
S4 -0.115 2.121 -1.303  1.18
S5 -5.320 0.416 1.477  -0.09
S6 -2.964 -1.087 0.348  -0.24
O1 -1.510 -5.420 3.066  -0.56
O2 2.165 -4.650 5.087  -0.53
O3 -0.336 0.660 -1.467  -0.18
O4 1.981 0.721 0.654  1.06
O5 -0.910 -2.327 -1.432  -0.23
O6 1.924 -0.983 -1.243  -0.39
O7 2.743 3.233 0.187  -0.73
N1 -2.788 -3.538 -1.617  0.37
N2 4.128 -0.865 -1.631  0.34
N3 2.111 3.890 2.280  0.17
C1 -0.255 -3.015 3.972  -1.45
C2 -3.576 0.231 1.337  -0.10
C3 2.225 3.141 -4.400  -0.80
C4 3.973 -1.818 -2.695  -0.89
C5 1.367 3.045 -5.492  -0.43
C6 0.386 2.597 -2.951  0.02
C7 2.360 2.983 1.320  0.72
C8 -5.308 1.891 2.346  0.13
C9 -2.950 2.302 -1.381  0.34
C10 2.160 5.298 1.940  -1.06
C11 1.774 -3.555 2.592  -1.51
C12 -2.825 1.272 1.801  0.01
C13 3.029 -0.579 -0.918  0.16
C14 -4.220 -3.451 -1.850  -1.07
C15 -2.516 -1.541 -2.997  -0.77
C16 -0.472 2.501 -4.033  -0.50
C17 0.012 2.707 -5.320  -0.95
C18 -1.627 4.363 -1.207  -0.89
C19 -1.714 2.960 -1.255  0.42
C20 1.729 2.895 -3.112  -0.11
C21 2.038 1.567 1.774  -1.02
C22 -2.813 5.053 -1.286  -0.81
C23 5.426 -0.302 -1.338  -0.97
C24 -4.108 3.057 -1.479  -0.75
C25 -4.051 4.446 -1.466  -0.74
C26 -2.239 -4.527 -0.708  -1.12
C27 1.718 3.595 3.667  -0.95
C28 -2.022 -2.484 -1.967  0.17
C29 1.059 -5.109 4.288  -1.68
C30 -0.457 -4.816 2.303  -0.46
C31 3.251 0.316 0.269  -1.49
C32 0.532 -4.102 3.282  2.71
H1 -5.060 2.606 -1.607  0.52
H2 -1.147 -4.385 -0.653  0.19
H3 2.197 4.337 4.328  0.36
H4 2.876 5.819 2.574  0.34
H5 -3.035 1.243 -1.317  0.30
H6 -2.632 -4.370 0.303  0.49
H7 -4.608 -2.548 -1.396  0.33
H8 5.005 -2.074 -3.075  0.33
H9 0.618 3.708 3.741  0.27
H10 1.840 3.219 -6.430  0.41
H11 0.066 -5.528 1.640  0.72
H12 2.023 2.621 3.966  0.37
H13 5.498 -0.173 -0.245  0.39
H14 1.170 5.770 2.019  0.32
H15 -1.807 -0.676 -3.023  -0.21
H16 -0.646 4.785 -1.083  0.52
H17 0.185 -2.769 4.961  0.47
H18 0.250 -5.455 4.920  0.40
H19 2.451 5.328 0.910  0.31
H20 -1.401 -6.381 2.953  0.38
H21 -4.510 -3.457 -2.889  0.33
H22 2.790 1.267 2.507  0.49
H23 6.207 -0.940 -1.741  0.36
H24 3.848 1.221 0.001  0.62
H25 1.827 -3.976 5.665  0.36
H26 1.016 1.610 2.249  0.35
H27 -2.440 -2.044 -3.984  0.44
H28 3.475 -1.398 -3.544  0.29
H29 -1.467 2.200 -3.770  0.54
H30 2.340 3.009 -2.213  0.44
H31 -2.498 -5.536 -1.046  0.46
H32 -0.956 -4.052 1.722  -0.77
H33 -2.827 6.123 -1.189  0.39
H34 -0.623 2.575 -6.172  0.45
H35 -4.958 4.993 -1.595  0.44
H36 -4.674 -4.297 -1.379  0.42
H37 -1.245 -3.430 4.319  0.37
H38 3.278 3.362 -4.532  0.44
H39 3.479 -2.724 -2.365  0.24
H40 1.333 -6.038 3.788  0.50
H41 2.111 -2.671 3.118  0.37
H42 5.541 0.665 -1.826  0.29
H43 3.750 -0.255 1.005  0.65
H44 -3.567 -1.295 -2.826  0.40
H45 2.588 -4.278 2.662  0.59

The value obtained for the calculated total energy is -9604.47820 a.u. The molecular weight is 1074.2 g mol⁻¹. For the HOMO-LUMO gap (alpha / beta), the calculation gives 5.857 / 5.856 eV.



Record 3
C22H79ClIO18P2 | ωB97M-V/def2-TZVPD

Each line ends with the Mulliken charge.
CARTESIAN COORDINATES (ANGSTROEM)
I1 -1.359 1.791 -7.119  0.12
Cl1 1.708 2.143 -5.205  0.05
P1 0.264 -0.522 -4.852  0.22
P2 0.639 -2.405 -3.706  0.00
O1 -3.413 4.778 7.495  -0.51
O2 -4.188 -4.909 7.667  -0.50
O3 1.915 -1.364 4.546  -0.20
O4 -3.886 2.612 -1.832  -0.50
O5 5.161 0.725 -7.731  -0.47
O6 0.833 -4.483 3.642  -0.38
O7 0.477 -1.941 -2.073  -0.19
O8 -0.664 -3.415 -4.049  -0.42
O9 -0.454 -1.808 7.303  -0.48
O10 -0.895 5.816 -8.370  -0.52
O11 -0.465 0.090 4.942  -0.39
O12 0.885 2.419 -1.792  -0.52
O13 -0.853 -4.430 -0.492  -0.50
O14 -1.569 -6.168 -3.900  -0.44
O15 -0.691 3.435 5.807  -0.38
O16 4.218 4.293 -6.424  -0.47
O17 -3.897 1.926 3.622  -0.50
O18 3.472 -0.151 1.197  -0.52
C1 -4.417 2.310 2.359  -0.60
C2 -1.535 -0.111 -4.643  -0.73
C3 6.249 0.396 -6.873  -0.48
C4 -1.530 2.402 -4.035  -0.13
C5 2.852 -1.429 1.330  -0.14
C6 1.449 0.713 -4.117  -0.42
C7 0.343 5.486 -7.752  -0.43
C8 0.627 3.978 5.804  -0.67
C9 2.864 0.117 -3.840  -0.10
C10 -1.538 -0.177 4.046  -0.35
C11 3.615 1.143 -2.905  -1.22
C12 3.059 -1.876 5.221  -0.99
C13 -4.885 1.688 -1.401  -0.60
C14 -2.468 -6.654 -4.893  -0.55
C15 -4.937 -4.081 6.783  -0.56
C16 1.903 -4.817 4.523  -0.16
C17 -1.947 1.321 -5.063  -0.63
C18 5.468 4.005 -5.805  0.03
C19 1.675 2.107 -0.635  -0.28
C20 -0.200 -4.636 0.764  -0.38
C21 -0.853 -3.175 7.249  -0.08
C22 -3.830 3.415 7.436  -0.35
H1 3.470 0.033 -4.748  0.42
H2 3.721 -2.332 4.486  0.33
H3 -5.181 3.084 2.474  0.32
H4 -3.879 5.254 6.807  0.30
H5 2.266 2.977 -0.339  0.31
H6 1.185 3.622 6.673  0.30
H7 -2.901 -7.585 -4.536  0.22
H8 5.921 -0.313 -6.106  0.20
H9 -1.121 3.734 6.613  0.26
H10 -1.929 -3.262 7.416  0.23
H11 2.937 1.940 -2.565  0.17
H12 1.079 6.236 -8.029  0.31
H13 1.491 2.659 -2.495  0.35
H14 -0.176 -4.189 -1.125  0.24
H15 -3.307 2.863 8.214  0.27
H16 1.783 -1.306 1.173  0.08
H17 1.059 1.027 -3.136  0.23
H18 4.478 1.130 -7.195  0.28
H19 -4.633 -4.307 5.764  0.21
H20 -0.184 -1.241 -2.086  0.25
H21 3.593 -1.068 5.729  0.30
H22 -3.044 1.330 -5.096  0.65
H23 -1.533 5.148 -8.117  0.27
H24 4.413 -0.263 1.340  0.25
H25 1.341 -0.968 5.211  0.23
H26 0.686 4.504 -8.094  0.15
H27 -4.467 -4.699 8.560  0.30
H28 -4.437 0.937 -0.745  0.22
H29 2.761 -2.632 5.952  0.35
H30 7.035 -0.062 -7.468  0.28
H31 2.292 -3.917 5.006  -0.27
H32 -1.935 -6.845 -5.829  0.26
H33 -0.326 -3.721 8.028  0.27
H34 -0.596 -3.602 6.274  -0.18
H35 6.641 1.298 -6.400  0.18
H36 0.301 -3.720 1.083  0.07
H37 -2.265 0.636 4.089  0.16
H38 4.516 1.548 -3.374  0.28
H39 5.358 4.021 -4.716  0.21
H40 0.530 -5.445 0.683  0.31
H41 -1.355 3.388 -4.476  0.25
H42 -6.006 -4.280 6.890  0.29
H43 1.132 3.651 4.897  0.20
H44 -3.271 -5.931 -5.067  0.24
H45 -4.862 1.431 1.898  0.20
H46 -5.672 2.226 -0.869  0.29
H47 -5.319 1.200 -2.272  0.29
H48 5.828 3.026 -6.127  -0.24
H49 -2.023 -1.109 4.336  0.27
H50 -3.497 2.708 4.013  0.21
H51 -4.738 -3.025 6.991  0.25
H52 -0.679 2.105 -3.408  0.06
H53 2.696 -5.278 3.938  0.29
H54 -3.607 2.680 1.722  0.26
H55 1.008 1.836 0.180  0.26
H56 -1.148 -0.276 3.028  0.15
H57 -2.088 -0.809 -5.299  0.44
H58 0.232 5.480 -6.663  0.21
H59 -0.064 0.913 4.655  0.17
H60 0.587 5.070 5.817  0.32
H61 -4.907 3.340 7.604  0.32
H62 -0.951 -4.906 1.500  0.25
H63 -1.907 -0.315 -3.623  0.47
H64 6.185 4.766 -6.104  0.27
H65 2.337 1.265 -0.847  -0.03
H66 1.563 -5.524 5.283  0.34
H67 3.949 0.636 -1.987  0.27
H68 -3.532 3.038 -1.048  0.26
H69 0.591 -0.838 -6.203  0.29
H70 3.604 3.611 -6.154  0.20
H71 -2.378 2.522 -3.342  -0.04
H72 3.020 -1.837 2.326  -0.03
H73 -3.577 2.991 6.460  0.00
H74 -1.398 -3.105 -3.500  0.33
H75 -1.193 -5.348 -4.224  0.34
H76 2.831 -0.829 -3.285  0.26
H77 -0.929 -1.343 6.608  0.21
H78 3.250 -2.116 0.575  0.39
H79 0.144 -4.079 4.171  0.23

The value obtained for the calculated total energy is -3679.94561 a.u. The molecular weight is 856.2 g mol⁻¹. For the HOMO-LUMO gap, the calculation gives 7.870 eV. Its charge is +1.



Record 4
C6H17N4OPS | ωB97M-V/def2-TZVPD

Each line ends with the Mulliken charge.
CARTESIAN COORDINATES (ANGSTROEM)
S1 -3.105 0.417 1.797  -0.44
P1 -2.648 0.732 -0.069  0.71
O1 -1.788 -0.497 -0.774  -0.39
N1 0.751 0.625 -0.093  -0.95
N2 0.442 -0.636 -0.064  0.30
N3 -1.704 2.028 -0.514  -0.66
N4 -3.959 0.867 -1.073  -0.59
C1 2.280 1.494 1.586  -1.41
C2 -0.711 -1.203 -0.327  0.12
C3 0.292 -3.461 0.319  -1.44
C4 -0.918 -2.683 -0.184  0.03
C5 2.536 2.020 -0.863  -1.43
C6 2.122 0.958 0.159  0.28
H1 1.137 -3.373 -0.362  0.34
H2 1.919 2.904 -0.731  0.31
H3 2.766 0.063 0.039  0.34
H4 -1.759 -2.832 0.502  0.24
H5 3.309 1.790 1.773  0.40
H6 -3.753 0.824 -2.061  0.26
H7 3.580 2.291 -0.735  0.43
H8 2.385 1.643 -1.871  0.37
H9 1.997 0.734 2.310  0.35
H10 -1.936 2.870 -0.006  0.30
H11 0.592 -3.119 1.309  0.35
H12 -0.707 1.778 -0.400  0.58
H13 -1.231 -3.083 -1.154  0.26
H14 1.635 2.357 1.721  0.32
H15 -4.753 0.309 -0.802  0.25
H16 1.196 -1.302 0.172  0.38
H17 0.034 -4.514 0.394  0.39

The value obtained for the calculated total energy is -1272.56723 a.u. The expectation value of S² is 2.007. The molecular weight is 224.3 g mol⁻¹. For the HOMO-LUMO gap (alpha / beta), the calculation gives 5.679 / 8.068 eV. The spin multiplicity is 3.